Record 1
# C48H126N10O14

A structure of composition C48H126N10O14 at a distorted geometry (wB97M-V/def2-TZVPD, OMol25).

Results
Relative energy (zero: lowest compared OMol25 entry of this formula, charge and spin): 84.695 eV
2S+1: 1
Molecular weight: 1067.59 g mol⁻¹
Charge: 0
HOMO-LUMO gap: 0.2334 Eh

XYZ file:
```
198
C48H126N10O14 wB97M-V/def2-TZVPD
C 3.757 0.714 7.692
O 3.470 1.855 6.929
C 3.599 1.679 5.498
C 2.943 2.895 4.792
N 1.481 2.918 4.936
C 0.691 1.996 4.161
C -0.784 1.992 4.499
O -0.987 1.239 5.688
C -2.337 1.162 6.162
H 3.375 0.972 8.680
H 4.822 0.486 7.639
H 3.128 -0.126 7.399
H 3.213 0.713 5.174
H 4.648 1.750 5.213
H 3.333 2.925 3.775
H 3.332 3.850 5.144
H 1.283 2.776 5.916
H 1.101 1.002 4.341
H 0.763 2.194 3.091
H -1.212 1.455 3.652
H -1.192 2.989 4.669
H -3.010 1.200 5.306
H -2.621 1.989 6.813
H -2.613 0.289 6.754
C 3.047 -4.321 -0.539
O 2.177 -3.665 -1.412
C 1.976 -2.290 -1.133
C 1.175 -1.698 -2.283
N -0.255 -1.957 -2.327
C -0.917 -1.392 -3.527
C -2.444 -1.308 -3.304
O -2.867 -0.283 -2.423
C -4.302 -0.274 -2.222
H 2.803 -5.373 -0.392
H 3.036 -3.929 0.478
H 4.067 -4.272 -0.919
H 2.917 -1.753 -1.015
H 1.413 -2.259 -0.200
H 1.660 -2.125 -3.161
H 1.374 -0.627 -2.315
H -0.350 -2.955 -2.452
H -0.817 -2.117 -4.334
H -0.561 -0.400 -3.805
H -2.737 -2.274 -2.893
H -2.954 -1.210 -4.262
H -4.804 0.039 -3.137
H -4.486 0.406 -1.390
H -4.719 -1.234 -1.919
C 3.602 -2.088 -4.249
O 2.610 -1.112 -3.918
C 2.302 -0.297 -5.064
C 1.268 0.800 -4.612
N 1.941 1.805 -3.808
C 0.980 2.341 -2.801
C 1.882 2.726 -1.618
O 2.847 1.717 -1.272
C 2.434 0.569 -0.564
H 4.599 -1.648 -4.220
H 3.472 -2.554 -5.226
H 3.619 -2.880 -3.500
H 1.791 -0.988 -5.735
H 3.188 0.141 -5.524
H 0.520 0.249 -4.042
H 0.836 1.335 -5.458
H 2.503 1.203 -3.224
H 0.258 1.575 -2.520
H 0.535 3.236 -3.235
H 1.293 2.842 -0.708
H 2.453 3.636 -1.801
H 2.249 0.714 0.500
H 3.216 -0.187 -0.499
H 1.632 0.104 -1.137
C -2.675 2.940 -1.937
O -2.335 2.442 -3.243
C -1.122 1.809 -3.334
C -1.141 0.801 -4.496
N -1.052 1.457 -5.747
C -1.114 0.582 -6.931
C 0.016 -0.518 -6.927
O -0.253 -1.582 -6.028
C -1.162 -2.535 -6.624
H -3.019 2.143 -1.278
H -3.453 3.702 -1.988
H -1.852 3.486 -1.476
H -0.924 1.173 -2.472
H -0.410 2.619 -3.492
H -2.103 0.300 -4.392
H -0.365 0.043 -4.386
H -1.874 2.030 -5.871
H -1.069 1.351 -7.702
H -2.124 0.180 -7.000
H 0.905 -0.050 -6.505
H 0.299 -0.869 -7.919
H -1.622 -3.183 -5.878
H -0.578 -3.116 -7.338
H -1.948 -2.063 -7.213
C -1.517 -1.466 -0.192
C -0.951 -0.080 -0.469
C 0.296 0.223 0.365
O 0.121 0.528 1.750
C -0.826 1.604 1.991
N -0.589 -0.087 -1.871
H -1.636 -1.472 0.891
H -0.814 -2.259 -0.447
H -2.537 -1.651 -0.530
H -1.724 0.666 -0.284
H 0.876 1.041 -0.062
H 0.957 -0.640 0.284
H -0.547 2.163 2.884
H -1.855 1.245 2.011
H -0.679 2.275 1.145
H -0.415 -1.037 -2.165
H -1.481 0.007 -2.336
C -3.991 2.516 -0.550
C -4.243 1.658 0.757
C -3.698 2.378 2.041
O -3.902 1.589 3.158
C -3.419 2.099 4.377
N -5.710 1.621 0.913
H -2.960 2.824 -0.729
H -4.608 3.409 -0.447
H -4.422 1.955 -1.379
H -3.756 0.696 0.597
H -4.213 3.327 2.195
H -2.616 2.474 1.953
H -3.888 3.046 4.643
H -2.334 2.201 4.364
H -3.560 1.425 5.222
H -5.819 1.258 1.850
H -6.165 0.918 0.349
C -2.254 4.478 1.674
C -1.029 4.020 2.520
C 0.390 4.071 1.957
O 0.601 3.332 0.812
C 1.981 3.001 0.500
N -1.110 4.813 3.715
H -3.174 4.370 2.249
H -2.282 3.922 0.737
H -2.240 5.537 1.417
H -1.194 3.053 2.994
H 1.072 3.751 2.745
H 0.590 5.107 1.682
H 2.574 3.908 0.381
H 2.092 2.451 -0.434
H 2.418 2.547 1.390
H -0.314 4.793 4.336
H -1.051 5.755 3.355
C -2.080 -0.834 3.594
C -0.539 -1.067 3.398
C -0.016 -2.066 4.435
O 1.403 -2.069 4.574
C 1.837 -1.249 5.607
N -0.387 -1.698 2.059
H -2.111 -0.402 4.594
H -2.586 -1.796 3.669
H -2.607 -0.151 2.927
H 0.055 -0.156 3.328
H -0.437 -3.047 4.217
H -0.487 -1.928 5.409
H 1.433 -0.237 5.592
H 2.908 -1.060 5.527
H 1.787 -1.706 6.595
H -0.406 -0.892 1.450
H 0.577 -1.996 2.037
C 0.200 -6.047 -4.852
C 0.095 -4.864 -3.835
C -1.075 -5.042 -2.851
O -1.153 -3.897 -1.986
C -2.149 -3.954 -1.012
N 1.373 -4.992 -3.168
H 0.866 -5.834 -5.688
H -0.834 -6.152 -5.179
H 0.328 -7.039 -4.418
H -0.035 -3.927 -4.376
H -0.812 -5.925 -2.270
H -2.060 -5.115 -3.310
H -2.089 -4.865 -0.416
H -3.161 -3.894 -1.413
H -1.850 -3.071 -0.449
H 1.576 -4.230 -2.537
H 1.425 -5.846 -2.630
C 4.164 -1.344 0.284
C 3.789 -1.975 1.672
C 2.634 -1.171 2.337
O 2.934 0.191 2.480
C 1.906 1.109 2.547
N 3.359 -3.284 1.383
H 4.148 -0.256 0.357
H 3.448 -1.607 -0.495
H 5.107 -1.720 -0.112
H 4.572 -2.043 2.428
H 2.374 -1.569 3.318
H 1.705 -1.264 1.775
H 1.478 1.095 1.545
H 2.286 2.131 2.568
H 1.126 0.949 3.291
H 2.752 -3.732 2.054
H 4.112 -3.848 1.016
```

Mulliken population analysis, charges in e, atoms 1 to 6:
1. C -0.5387
2. O -0.4009
3. C 0.4011
4. C -0.4995
5. N 0.1467
6. C 0.4697


Record 2
# C2H4FPS

A cluster of 2 separate species, C2H4FPS in total at a distorted geometry (wB97M-V/def2-TZVPD, OMol25).

Results
Relative energy (zero: lowest compared OMol25 entry of this formula, charge and spin): 0.685 eV
2S+1: 1
Molecular weight: 110.09 g mol⁻¹
Charge: 0
SMILES: C=C=S.FP
HOMO-LUMO gap: 0.3076 Eh

XYZ file:
```
9
C2H4FPS wB97M-V/def2-TZVPD
C -0.669 -2.619 -0.189
C -1.348 -2.413 0.892
S -1.863 -2.208 2.348
H -1.153 -2.321 -1.178
H 0.419 -2.775 -0.354
F -0.126 1.486 -1.223
P 1.353 0.941 -1.479
H 1.816 0.832 -0.061
H 0.834 -0.407 -1.353
```

Mulliken population analysis, charges in e, atoms 1 to 6:
1. C -0.4777
2. C 0.3127
3. S -0.3281
4. H 0.2060
5. H 0.2820
6. F -0.2402


Record 3
# C29H86N16O11

A cluster of 11 separate species, C29H86N16O11 in total at a distorted geometry (wB97M-V/def2-TZVPD, OMol25).

Results
Relative energy (zero: lowest compared OMol25 entry of this formula, charge and spin): 8.649 eV
2S+1: 1
Molecular weight: 835.11 g mol⁻¹
Charge: 0
SMILES: COC[C@H](C)N.COC[C@H](C)N.COC[C@H](C)N.COC[C@H](C)N.COC[C@H](C)N.COC[C@H](C)N.NC(N)=O.NC(N)=O.NC(N)=O.NC(N)=O.NC(N)=O
HOMO-LUMO gap: 0.3306 Eh

XYZ file:
```
142
C29H86N16O11 wB97M-V/def2-TZVPD
C -4.795 -9.323 -3.371
O -5.173 -9.001 -4.769
C -5.152 -7.590 -4.923
C -6.061 -7.186 -6.194
C -5.882 -8.115 -7.414
N -5.646 -5.907 -6.679
H -5.665 -9.109 -2.749
H -3.899 -8.804 -3.030
H -4.632 -10.400 -3.411
H -5.520 -7.059 -4.046
H -4.165 -7.176 -5.134
H -7.111 -7.162 -5.902
H -6.367 -9.025 -7.060
H -4.872 -8.284 -7.788
H -6.482 -7.837 -8.280
H -4.797 -5.481 -6.334
H -5.551 -5.873 -7.684
C -12.135 3.900 -2.132
O -10.723 3.637 -2.034
C -10.373 2.608 -1.084
C -8.883 2.259 -0.979
C -8.319 1.499 -2.204
N -8.614 1.384 0.125
H -12.389 4.592 -2.935
H -12.480 4.134 -1.125
H -12.652 3.029 -2.535
H -10.666 2.947 -0.090
H -10.942 1.697 -1.266
H -8.292 3.169 -0.879
H -8.316 2.280 -2.965
H -8.955 0.737 -2.656
H -7.282 1.195 -2.068
H -8.679 1.880 1.003
H -7.694 0.969 0.153
C 0.289 12.704 -2.429
O 1.145 11.617 -2.034
C 0.644 10.262 -2.232
C -0.484 9.646 -1.194
C -0.581 8.106 -1.238
N -1.841 10.116 -1.504
H 0.175 12.563 -3.504
H 0.851 13.587 -2.124
H -0.618 12.756 -1.827
H 0.310 10.033 -3.244
H 1.538 9.642 -2.168
H -0.259 9.889 -0.156
H -1.261 7.716 -0.480
H 0.399 7.683 -1.018
H -0.866 7.615 -2.169
H -2.444 10.016 -0.700
H -1.793 11.113 -1.659
C 11.706 -3.656 -1.275
O 10.421 -3.540 -1.720
C 9.794 -4.843 -2.045
C 8.451 -4.378 -2.645
C 7.430 -3.866 -1.628
N 7.837 -5.417 -3.425
H 12.127 -2.651 -1.236
H 12.272 -4.276 -1.970
H 11.819 -4.128 -0.299
H 10.369 -5.360 -2.813
H 9.638 -5.594 -1.270
H 8.682 -3.470 -3.202
H 6.422 -3.836 -2.041
H 7.805 -2.922 -1.232
H 7.190 -4.455 -0.742
H 7.050 -5.306 -4.049
H 7.650 -6.244 -2.877
C 9.354 3.580 -0.196
O 8.648 4.587 0.503
C 7.887 4.047 1.643
C 7.506 5.312 2.527
C 6.750 4.898 3.792
N 6.647 6.308 1.854
H 10.040 3.903 -0.979
H 8.700 2.775 -0.531
H 10.023 3.094 0.514
H 7.012 3.449 1.391
H 8.471 3.327 2.215
H 8.467 5.800 2.694
H 5.987 4.205 3.438
H 6.297 5.703 4.370
H 7.312 4.292 4.503
H 5.826 5.901 1.429
H 7.253 6.501 1.069
C 2.837 -3.346 7.889
O 3.635 -4.149 8.828
C 2.830 -4.708 9.889
C 2.959 -3.959 11.265
C 2.081 -4.705 12.315
N 2.482 -2.550 11.207
H 3.361 -2.807 7.099
H 2.207 -2.614 8.394
H 2.157 -4.011 7.357
H 1.813 -4.969 9.595
H 3.184 -5.739 9.914
H 3.965 -3.825 11.662
H 2.137 -4.230 13.294
H 2.287 -5.773 12.384
H 1.009 -4.755 12.128
H 1.602 -2.478 10.716
H 3.145 -2.008 10.671
N 4.691 4.835 -3.941
C 3.860 3.733 -3.973
N 3.091 3.704 -5.039
O 3.729 2.987 -3.081
H 4.690 5.431 -4.756
H 5.491 4.708 -3.338
H 2.652 2.832 -5.298
H 3.185 4.433 -5.731
N 0.027 -0.051 1.241
C -0.900 -0.939 1.008
N -0.581 -1.697 0.012
O -2.039 -0.942 1.556
H 0.858 -0.123 0.671
H -0.355 0.839 1.528
H -0.051 -1.366 -0.782
H -1.151 -2.492 -0.241
N -4.188 4.447 7.983
C -4.380 3.822 6.857
N -4.204 2.547 7.158
O -4.774 4.279 5.793
H -4.140 5.452 7.901
H -3.730 3.943 8.729
H -4.060 1.793 6.501
H -4.253 2.381 8.153
N -7.329 -6.039 2.260
C -8.655 -6.165 2.163
N -9.172 -4.982 1.810
O -9.259 -7.231 2.287
H -6.770 -5.199 2.206
H -6.873 -6.858 2.635
H -10.112 -4.954 1.441
H -8.598 -4.225 1.467
N -0.029 -4.315 -9.196
C 0.748 -4.084 -8.189
N 0.991 -2.825 -7.857
O 1.403 -4.997 -7.592
H -0.394 -5.247 -9.333
H -0.502 -3.474 -9.494
H 0.776 -2.130 -8.558
H 1.738 -2.594 -7.218
```

Mulliken population analysis, charges in e, atoms 1 to 6:
1. C -0.7518
2. O -0.3239
3. C -0.5957
4. C 0.5041
5. C -1.4840
6. N -0.6290


Record 4
# C9H14B3Br21NO4P

A structure of composition C9H14B3Br21NO4P at a distorted geometry (wB97M-V/def2-TZVPD, OMol25).

Results
2S+1: 1
Molecular weight: 1941.61 g mol⁻¹
Charge: 0
HOMO-LUMO gap: 0.2492 Eh

XYZ file:
```
53
C9H14B3Br21NO4P wB97M-V/def2-TZVPD
C -3.335 1.492 2.263
C -2.640 2.556 1.750
B -1.232 2.301 1.309
O -0.679 3.133 0.357
B -0.301 2.367 -0.696
O 0.538 1.327 -0.381
B -0.150 0.569 0.518
P -0.665 -1.237 0.012
N -2.323 -0.948 -0.496
O -0.867 -2.012 1.414
O -0.481 1.205 1.686
H -4.039 0.960 1.667
H -3.098 1.152 3.246
H -3.041 3.538 1.611
H -0.721 2.540 -1.790
H -2.834 -0.666 0.337
H -2.298 -0.101 -1.060
H -0.414 -2.867 1.300
C 4.109 1.536 -2.830
Br 2.350 1.742 -3.561
Br 5.031 0.087 -3.694
Br 5.136 3.152 -2.868
H 3.988 1.264 -1.791
C -0.965 -2.866 -3.761
Br 0.070 -4.390 -3.226
Br 0.081 -1.253 -3.676
Br -1.747 -3.108 -5.501
H -1.770 -2.765 -3.053
C 1.125 1.210 5.041
Br -0.315 0.824 6.252
Br 1.282 3.092 4.704
Br 2.788 0.462 5.649
H 0.886 0.740 4.099
C -1.534 -5.697 2.064
Br 0.320 -5.210 1.857
Br -2.587 -5.072 0.586
Br -1.730 -7.586 2.334
H -1.895 -5.204 2.953
C 5.778 -3.744 -5.482
Br 4.020 -3.456 -6.197
Br 6.658 -5.230 -6.323
Br 6.844 -2.147 -5.574
H 5.661 -3.989 -4.438
C 4.425 2.886 1.437
Br 2.598 3.203 0.923
Br 4.952 1.056 1.164
Br 5.629 4.117 0.585
H 4.473 3.079 2.497
C -7.500 3.504 1.319
Br -7.204 4.655 -0.189
Br -5.858 2.637 1.876
Br -8.340 4.435 2.774
H -8.176 2.727 1.002
```

Mulliken population analysis, charges in e, atoms 1 to 6:
1. C -0.8428
2. C -0.2880
3. B 0.2239
4. O -0.5471
5. B 0.4007
6. O 0.1014


| no. | highest occupied orbital energy (eV) |
| --- | --- |
| 1 | -5.8 |
| 2 | -8.7 |
| 3 | -8.8 |
| 4 | -8.3 |